1.
C14H8F3IrNO6S | ωB97M-V/def2-TZVPD

## Properties
energy relative to the best compared isomer or geometry (same formula, charge and spin) = 85.44 kcal per mole
net charge = -1
maximum force = 0.97 eV Å⁻¹
HOMO-LUMO gap (alpha / beta) = 6.76 / 6.76 eV

Element x y z (Å)
Ir  -1.06499  0.89940  0.20472
C  -1.25786  -2.37817  -0.16537
C  0.13418  -1.84380  -0.05211
C  1.17892  -2.76612  0.19404
C  2.45187  -2.33285  0.35702
C  2.73919  -0.96264  0.17536
C  4.06228  -0.46972  0.25636
C  4.32597  0.84115  0.00061
C  3.27860  1.70215  -0.37690
C  1.98835  1.26141  -0.43497
S  0.80690  2.50404  -1.04172
C  1.67325  -0.08856  -0.12272
N  0.35376  -0.53775  -0.14238
H  -1.22537  -3.44644  -0.37423
H  -1.80919  -1.86423  -0.94610
H  -1.80649  -2.22357  0.76812
H  0.91810  -3.81097  0.29102
H  3.25800  -3.01715  0.59441
H  4.85446  -1.16393  0.51121
H  5.33718  1.22295  0.05907
H  3.46364  2.73529  -0.64707
O  1.63509  3.71632  -1.31790
C  -0.03752  2.59265  0.57402
O  0.25747  1.77875  1.53876
C  -1.29658  3.46624  0.68625
O  -1.34164  4.62123  1.04047
O  -2.25487  2.65132  0.37578
F  -4.72756  -1.91807  -0.89408
C  -4.90348  -0.62751  -0.51676
F  -5.26814  0.05633  -1.60928
F  -5.92889  -0.60451  0.33938
C  -3.59965  -0.09501  0.11809
O  -3.51223  -0.00493  1.32377
O  -2.68274  0.10672  -0.76687

Forces on atoms 1 to 6 (eV/Å):
Ir -0.52 0.73 0.25
C -0.02 0.05 0.10
C -0.01 -0.02 -0.02
C -0.07 0.04 -0.06
C 0.08 0.03 0.00
C -0.01 -0.01 -0.04

***

2.
C14H8F7N4OOsS | ωB97M-V/def2-TZVPD

## Properties
multiplicity = 5
net charge = +1
maximum force = 1.09 eV Å⁻¹
HOMO-LUMO gap (alpha / beta) = 7.52 / 5.76 eV

Element x y z (Å)
Os  0.89145  -0.51245  -0.57348
N  4.52062  0.66557  1.53162
C  3.42639  0.09584  1.03736
S  2.94146  0.58478  -0.59164
N  2.83097  -0.81506  1.78267
N  1.74216  -1.32690  1.18918
C  1.05878  -2.26149  1.74527
C  -0.07783  -2.78895  0.98872
C  -0.86513  -3.82396  1.45605
C  -1.91302  -4.28542  0.67448
C  -2.14261  -3.71016  -0.56520
C  -1.31852  -2.68247  -0.98098
N  -0.31582  -2.22112  -0.22451
H  5.01281  1.37030  1.01236
H  4.84717  0.40567  2.44753
H  1.33411  -2.64705  2.72060
H  -0.65014  -4.25770  2.42335
H  -2.54310  -5.09134  1.02739
H  -2.94199  -4.04971  -1.20793
H  -1.45230  -2.21162  -1.94486
F  -2.70837  5.37057  -1.15712
C  -2.05280  4.34462  -0.68708
C  -2.38266  3.04960  -1.13954
F  -3.34732  2.90021  -2.02653
C  -1.69086  1.98761  -0.65649
F  -1.97777  0.76204  -1.06751
C  -0.63266  2.13820  0.32080
O  0.01681  1.17406  0.77525
C  -0.35074  3.48608  0.76204
F  0.60204  3.66372  1.64700
C  -1.03378  4.55224  0.25792
F  -0.75972  5.78383  0.64556
F  1.59121  -0.23571  -3.37840
C  0.49913  -0.10671  -2.57786
F  0.17297  1.26816  -2.55398
H  -0.33097  -0.57530  -3.11207

Forces on atoms 1 to 6 (eV/Å):
Os 1.04 0.10 0.29
N 0.07 0.12 -0.03
C -0.11 -0.13 0.09
S -0.43 -0.20 -0.13
N 0.14 0.10 0.08
N -0.31 -0.02 -0.16

***

3.
C14H8InNO5 | ωB97M-V/def2-TZVPD

## Properties
energy relative to the best compared isomer or geometry (same formula, charge and spin) = 7.02 kcal per mole
net charge = +2
maximum force = 0.87 eV Å⁻¹
HOMO-LUMO gap = 1.78 eV

Element x y z (Å)
In  2.71032  0.50383  -3.29732
N  1.08008  1.85880  -6.14442
O  0.49882  2.13892  -7.16478
O  1.51936  2.75409  -5.41667
O  1.30930  0.67952  -5.83521
C  -0.59696  -3.35714  -1.06094
C  -1.48251  -3.67437  -0.04078
C  -1.61930  -2.82228  1.07880
C  -0.91194  -1.63634  1.12669
C  -0.09973  -1.24283  0.06531
C  0.04676  -2.13587  -1.02680
C  0.59927  0.06298  0.03761
O  1.32149  0.38888  -0.88451
C  0.34382  0.98673  1.17528
C  0.99024  2.19656  1.20627
C  0.80967  3.03911  2.32104
C  -0.02389  2.66473  3.38622
C  -0.64583  1.44358  3.35876
C  -0.47749  0.58701  2.25634
C  -1.11432  -0.74914  2.29479
O  -1.75906  -1.09854  3.24757
H  -0.47666  -4.01593  -1.90832
H  -2.13775  -4.53532  -0.10911
H  -2.22873  -3.05978  1.94256
H  0.68471  -1.90165  -1.86881
H  1.60389  2.54779  0.39069
H  1.36441  3.96791  2.38154
H  -0.09677  3.28984  4.26553
H  -1.21122  1.11890  4.22269

Forces on atoms 1 to 6 (eV/Å):
In 0.01 0.02 -0.04
N 0.56 0.61 -0.26
O -0.19 -0.25 0.09
O -0.22 -0.25 0.12
O -0.16 -0.10 0.22
C 0.03 0.53 -0.13

***

4.
C14H9AuF5I2O4RhS | ωB97M-V/def2-TZVPD

## Properties
multiplicity = 7
net charge = +4
maximum force = 8.19 eV Å⁻¹
HOMO-LUMO gap (alpha / beta) = 5.56 / 4.49 eV

Element x y z (Å)
I  3.91812  -1.35325  -0.42444
I  3.87513  1.35368  -0.39282
Rh  -0.21067  1.28267  0.59371
Au  -0.59307  -1.40414  0.05519
S  0.69654  0.04797  -1.23555
C  -1.41200  -2.98807  -0.75512
C  -1.01290  -2.58804  1.51752
C  -0.21257  0.02121  -2.90051
C  0.25829  1.26122  -3.64857
C  -1.71912  0.01268  -2.79382
C  0.27391  -1.23176  -3.61643
C  -0.94354  2.58395  1.72252
C  -1.07068  2.43000  -0.63549
O  -1.18133  -3.33454  2.38139
O  -1.94479  -3.66530  -1.51018
O  -1.30576  3.45380  2.40151
O  -1.64130  3.25814  -1.22919
H  -0.12647  1.24959  -4.68061
H  1.35332  1.27524  -3.68149
H  -0.10504  2.17377  -3.16318
H  -2.11956  0.00880  -3.81848
H  -2.08100  0.90271  -2.27767
H  -2.07049  -0.88068  -2.27794
H  -0.10798  -1.23512  -4.64710
H  -0.08561  -2.13815  -3.12418
H  1.36807  -1.24602  -3.64691
F  1.80123  -2.13798  2.48957
C  1.07914  -1.06232  2.89056
C  0.89225  0.13180  2.18210
C  1.01928  1.27712  2.93542
F  1.80476  2.33045  2.57200
C  0.48166  1.27037  4.19924
F  0.40334  2.41181  4.88832
C  0.21130  0.03026  4.76240
F  -0.47523  -0.00143  5.89840
C  0.55357  -1.16322  4.16360
F  0.42920  -2.33725  4.80626

Forces on atoms 1 to 6 (eV/Å):
I 0.57 -1.57 -0.06
I 0.56 1.63 0.01
Rh 1.25 -0.88 -0.19
Au 1.63 2.38 -0.67
S -1.09 -0.68 -0.34
C -2.89 -4.47 -6.22

***

5.
C14H9BrFN5O | ωB97M-V/def2-TZVPD

## Properties
energy relative to the best compared isomer or geometry (same formula, charge and spin) = 0.00 kcal per mole
SMILES string = O=C(Nc1cc(Br)ccc1-c1nnn[nH]1)c1ccccc1F
maximum force = 3.23 eV Å⁻¹
HOMO-LUMO gap = 8.91 eV

Element x y z (Å)
O  -0.32009  1.61375  1.90971
F  1.79593  3.67643  1.54497
Br  -0.20848  -2.42687  5.10252
N  -0.53187  -1.83449  -3.12607
N  -1.43747  -2.71220  -3.12183
N  -0.07677  -1.54270  -1.87792
C  0.16899  1.28496  0.82398
C  -0.73432  -2.30515  -1.04582
C  1.48891  4.14713  -2.03116
C  0.67024  3.09269  -2.42931
C  1.84493  4.29897  -0.67451
C  -0.99826  -3.44316  2.55598
C  0.23404  2.18944  -1.48642
C  -1.15093  -3.36103  1.17970
C  -0.04264  -1.21993  2.53026
C  1.37903  3.40558  0.27935
C  -0.42085  -2.37402  3.23912
C  0.56858  2.31657  -0.12572
C  -0.66751  -2.26343  0.42470
C  -0.13333  -1.14536  1.14248
N  -1.61131  -3.02440  -1.82535
N  0.31812  -0.02562  0.45652
H  1.76650  4.90685  -2.74464
H  0.34547  2.99077  -3.45525
H  2.44772  5.11225  -0.38208
H  -1.29233  -4.33517  3.09324
H  -0.35273  1.33789  -1.80476
H  -1.58884  -4.25300  0.75120
H  0.36720  -0.37134  3.07907
H  -2.38415  -3.55243  -1.45842
H  0.55622  -0.18300  -0.52352

Forces on atoms 1 to 6 (eV/Å):
O 0.68 -0.50 -0.98
F -0.66 -0.89 -0.63
Br 0.04 -0.03 0.05
N 0.94 0.73 -0.63
N -0.38 -0.10 0.97
N 0.30 0.00 -0.34

***

6.
C14H9Cl2NO3 | ωB97M-V/def2-TZVPD

## Properties
energy relative to the best compared isomer or geometry (same formula, charge and spin) = 0.00 kcal per mole
SMILES string = O=C(COC(=O)c1cccnc1Cl)c1cccc(Cl)c1
maximum force = 0.69 eV Å⁻¹
HOMO-LUMO gap = 9.23 eV

Element x y z (Å)
O  3.32229  1.99588  -0.93010
C  2.34548  1.29948  -1.04298
C  2.19067  0.00271  -0.34256
C  1.47778  -1.06051  -0.89136
C  1.32295  -2.22124  -0.15327
C  1.87148  -2.34428  1.11494
C  2.59952  -1.29120  1.64338
C  2.76432  -0.12454  0.92154
H  3.31786  0.70926  1.32397
H  3.03662  -1.38484  2.62565
H  1.73165  -3.25564  1.67477
Cl  0.41641  -3.53077  -0.82387
H  1.05471  -0.99950  -1.88138
C  1.18614  1.74372  -1.93990
H  1.13924  2.83783  -1.89859
H  1.38339  1.43117  -2.96884
O  -0.07302  1.18252  -1.60500
C  -0.46836  1.34751  -0.34214
O  0.16754  1.96542  0.47709
C  -1.77037  0.70397  -0.02863
C  -2.37528  1.07355  1.17465
C  -3.58406  0.51660  1.54702
C  -4.15840  -0.41034  0.68922
N  -3.59347  -0.78455  -0.44281
C  -2.44037  -0.25661  -0.79816
Cl  -1.82179  -0.85982  -2.27202
H  -5.10684  -0.88128  0.90805
H  -4.06645  0.79324  2.47018
H  -1.86962  1.80227  1.79115

Forces on atoms 1 to 6 (eV/Å):
O -0.07 -0.01 -0.06
C -0.27 0.08 -0.19
C 0.28 -0.48 0.41
C 0.17 0.06 0.06
C 0.13 0.12 0.12
C -0.07 -0.02 -0.13

***

7.
C14H9Cl2NO3S3 | ωB97M-V/def2-TZVPD

## Properties
SMILES string = Cc1nc(-c2ccc(S(=O)(=O)Oc3ccc(Cl)cc3Cl)s2)cs1
maximum force = 1.41 eV Å⁻¹
HOMO-LUMO gap = 8.30 eV

Element x y z (Å)
C  -6.28136  -1.79752  0.07495
C  -5.19325  -0.90041  -0.37008
N  -4.09865  -0.69971  0.25854
C  -3.27256  0.17939  -0.38313
C  -3.77660  0.66569  -1.56111
S  -5.32468  0.00828  -1.87755
H  -3.31876  1.36171  -2.23371
C  -2.00245  0.51234  0.20269
C  -1.50919  0.03970  1.39394
C  -0.23745  0.55301  1.69683
C  0.21922  1.40160  0.73255
S  -0.88748  1.60985  -0.55931
S  1.73360  2.29692  0.70750
O  2.50579  1.94987  1.85522
O  1.45935  3.65828  0.40880
O  2.45439  1.69232  -0.62225
C  3.33122  0.64944  -0.50408
C  3.04627  -0.47741  0.25324
C  3.95443  -1.51828  0.33462
C  5.15540  -1.43329  -0.35275
C  5.46052  -0.31785  -1.11754
C  4.55015  0.72367  -1.18475
Cl  4.90462  2.12225  -2.10949
H  6.39606  -0.24937  -1.64869
Cl  6.28779  -2.72479  -0.25898
H  3.73084  -2.38943  0.92886
H  2.11113  -0.52908  0.78598
H  0.32870  0.32764  2.58223
H  -2.05821  -0.64583  2.01190
H  -6.00791  -2.24886  1.02444
H  -7.20875  -1.23925  0.19312
H  -6.45219  -2.58086  -0.66200

Forces on atoms 1 to 6 (eV/Å):
C -0.23 -0.15 0.03
C -0.34 0.40 -0.91
N 0.32 -0.29 0.73
C -0.71 0.36 -1.16
C 0.04 -0.23 0.37
S 0.29 -0.25 0.63

***

8.
C14H9Cl5IrN3O5 | ωB97M-V/def2-TZVPD

## Properties
energy relative to the best compared isomer or geometry (same formula, charge and spin) = 12.68 kcal per mole
multiplicity = 6
net charge = +1
maximum force = 2.72 eV Å⁻¹
HOMO-LUMO gap (alpha / beta) = 9.33 / 5.20 eV

Element x y z (Å)
Ir  0.08216  0.52093  0.45324
O  2.47834  -4.96995  1.07906
C  1.60787  -4.98543  0.11339
O  1.34976  -5.96021  -0.54540
C  0.89868  -3.70330  -0.21766
C  0.07206  -3.54820  -1.32414
N  -0.37932  -2.28977  -1.31600
N  0.09758  -1.61504  -0.27425
C  0.87923  -2.44399  0.41559
C  1.58734  -1.89269  1.64202
O  2.39053  -2.60926  2.22013
O  1.27677  -0.70295  1.91393
H  2.56013  -4.10788  1.58292
H  -0.18915  -4.26781  -2.07450
H  -0.98280  -1.83824  -1.98987
N  1.75748  1.83664  -3.38056
C  1.56778  1.40787  -2.13985
O  0.58742  0.69118  -1.87724
C  2.56940  1.78200  -1.07403
C  1.88935  1.98506  0.25974
H  1.09452  1.56940  -4.09555
H  2.54439  2.40157  -3.65596
H  3.12531  2.67715  -1.37893
H  3.29015  0.96035  -1.00978
H  1.37478  2.94145  0.32722
H  2.52489  1.80021  1.11728
Cl  -2.17583  -0.55261  2.66902
C  -2.66559  0.90442  1.91962
C  -1.79904  1.45544  0.96882
C  -2.20467  2.65291  0.37923
Cl  -1.21373  3.32990  -0.83408
C  -3.39406  3.30873  0.72417
Cl  -3.81799  4.78795  -0.00768
C  -4.24246  2.72098  1.67162
Cl  -5.70530  3.48826  2.09598
C  -3.88840  1.50064  2.26368
Cl  -4.94757  0.76430  3.37882

Forces on atoms 1 to 6 (eV/Å):
Ir -0.08 -0.03 0.35
O 0.64 0.03 0.78
C -0.58 -0.04 -0.68
O 0.09 0.09 0.07
C -0.07 0.47 0.10
C 0.40 -0.15 0.55